Formula: C4H5B
Source: the Open Molecules 2025 dataset
Level of theory: ωB97M-V/def2-TZVPD

Values from the calculation:
⟨S²⟩: 2.0072
total energy: -4899.105 eV
2S+1: 3
F_max: 9.5 eV/Å

Last column: Löwdin charge in e.
Cartesian coordinates (Å):
1 C -0.563 -1.005 0.469  -0.0462
2 C -0.004 1.129 -0.424  -0.0411
3 C 1.037 0.610 0.192  -0.1352
4 C 0.691 -0.693 0.760  -0.0822
5 B -1.229 0.031 -0.479  -0.1415
6 H -1.098 -1.877 0.592  0.0661
7 H 0.108 2.297 -1.436  0.2049
8 H -2.177 -0.054 -1.023  0.0046
9 H 1.277 -1.454 1.234  0.1042
10 H 1.958 1.016 0.115  0.0662

Force components x, y, z for each atom (eV/Å):
-5.1 1.3 -3.0
-5.9 3.6 -6.5
1.2 -4.7 3.1
4.3 2.5 0.3
4.3 1.6 2.3
-0.4 -2.2 1.0
-0.1 -3.5 3.5
-2.4 0.1 -1.4
1.1 0.4 0.3
3.0 1.0 0.3